[1]
The following is a quantum chemistry calculation of a structure of composition C30H25In2N5O30S5 at a distorted geometry, from the OMol25 dataset.

## Properties
highest occupied orbital energy = 0.0711 Ha
frontier orbital gap = 3.3469 eV
E_LUMO = 5.28 eV
charge = -4

Each line ends with the Mulliken charge.
Atoms and positions in Å:
In  2.88  5.80  1.12  0.721
In  2.17  0.98  1.11  2.212
S  4.54  3.57  3.21  1.168
O  4.11  2.23  2.88  -0.421
O  3.39  4.37  3.66  -0.706
O  5.75  3.39  4.07  -0.673
O  5.19  4.26  2.05  -0.551
S  4.46  -1.17  3.44  1.137
O  4.68  -1.10  4.86  -0.765
O  4.60  -2.50  2.93  -0.576
O  3.20  -0.61  3.03  -0.355
O  5.56  -0.56  2.73  -0.420
S  4.81  3.48  -0.86  1.264
O  3.68  3.18  0.10  -0.800
O  4.58  4.92  -0.97  -0.706
O  6.15  3.13  -0.32  -0.481
O  4.63  2.80  -2.20  -0.580
S  0.12  3.75  0.36  0.471
O  0.50  2.69  -0.51  -0.372
O  -1.19  3.69  0.83  -0.682
O  1.14  3.59  1.42  -0.582
O  0.40  5.11  -0.11  -0.798
S  5.13  -0.45  -0.58  0.753
O  5.00  0.51  0.49  -0.242
O  3.77  -0.69  -0.86  -0.549
O  5.58  0.19  -1.84  -0.619
O  5.79  -1.62  -0.05  -0.532
C  -5.94  0.74  2.05  -0.160
C  -4.98  1.65  1.74  -0.962
C  -3.67  1.27  1.66  0.228
C  -3.27  -0.01  1.93  -0.401
C  -4.25  -0.92  2.38  -0.486
C  -5.62  -0.57  2.25  -0.712
N  -1.88  -0.46  1.80  1.045
O  -1.70  -1.64  1.81  -0.671
O  -1.01  0.35  1.58  -0.521
H  -6.99  0.98  2.11  0.342
H  -5.42  2.63  1.61  0.426
H  -2.90  1.94  1.31  0.767
H  -4.06  -1.90  2.79  0.400
H  -6.41  -1.25  2.52  0.352
C  -1.09  -6.07  -1.69  -0.362
C  0.04  -6.56  -0.97  -0.440
C  0.70  -5.65  -0.08  -0.485
C  0.39  -4.31  -0.05  -0.267
C  -0.77  -3.88  -0.70  -0.068
C  -1.47  -4.75  -1.58  -0.653
N  1.31  -3.35  0.63  1.081
O  2.34  -3.76  1.23  -0.543
O  0.99  -2.14  0.67  -0.339
H  -1.68  -6.68  -2.36  0.348
H  0.33  -7.59  -1.09  0.362
H  1.62  -6.00  0.36  0.441
H  -1.00  -2.83  -0.67  0.529
H  -2.38  -4.35  -2.01  0.388
C  -1.90  1.11  -2.27  -1.175
C  -1.67  1.82  -3.53  -0.536
C  -2.54  1.81  -4.61  -0.746
C  -3.76  1.19  -4.41  0.107
C  -4.05  0.57  -3.18  -0.575
C  -3.08  0.48  -2.21  0.183
N  -4.75  1.03  -5.54  0.959
O  -5.79  0.41  -5.29  -0.636
O  -4.61  1.75  -6.51  -0.604
H  -1.17  1.07  -1.48  1.001
H  -0.80  2.46  -3.51  0.561
H  -2.40  2.35  -5.54  0.518
H  -5.04  0.18  -3.00  0.435
H  -3.30  -0.19  -1.39  0.511
C  -0.60  -1.88  -6.24  -0.478
C  -1.10  -1.74  -5.00  -0.757
C  -0.33  -1.29  -3.96  -0.047
C  0.96  -0.79  -4.23  -0.621
C  1.51  -1.14  -5.44  -0.458
C  0.74  -1.61  -6.48  -0.374
N  1.84  -0.19  -3.19  0.965
O  2.95  0.35  -3.49  -0.504
O  1.41  -0.10  -2.03  -0.079
H  -1.25  -2.23  -7.04  0.371
H  -2.13  -1.99  -4.77  0.440
H  -0.81  -1.17  -3.00  0.745
H  2.55  -0.97  -5.69  0.470
H  1.22  -1.83  -7.42  0.364
C  0.53  2.51  4.37  -0.583
C  1.28  1.55  5.01  -0.015
C  0.73  0.37  5.48  -0.098
C  -0.68  0.14  5.41  0.274
C  -1.48  1.15  4.86  -0.625
C  -0.84  2.30  4.35  0.024
N  -1.23  -1.06  5.90  0.978
O  -2.41  -1.36  5.57  -0.650
O  -0.50  -1.84  6.53  -0.638
H  0.96  3.45  4.06  0.134
H  2.34  1.74  5.09  0.214
H  1.39  -0.46  5.70  0.392
H  -2.56  1.12  4.81  0.391
H  -1.50  3.11  4.09  0.207

[2]
The following is a quantum chemistry calculation of a structure of composition C30H25N2O4S2V at a distorted geometry, from the OMol25 dataset.

## Properties
highest occupied orbital energy (alpha / beta) = -0.3044 / -0.3170 Ha
spin multiplicity = 3
frontier orbital gap (alpha / beta) = 7.7715 / 8.1204 eV
E_LUMO (alpha / beta) = -0.51 / -0.50 eV

Each line ends with the Löwdin spin population.
Atoms and positions in Å:
V  -0.30  -0.58  -1.67  1.925
C  2.64  0.16  1.62  0.002
C  1.85  0.35  0.36  0.021
N  1.05  -0.59  -0.06  -0.009
N  1.00  -1.72  0.77  0.000
C  0.64  -2.78  0.15  0.002
S  0.20  -2.94  -1.51  -0.002
S  0.63  -4.24  1.18  0.001
C  2.04  -5.09  0.38  0.000
C  3.31  -4.32  0.56  0.000
C  4.08  -4.48  1.70  0.000
C  5.23  -3.72  1.89  0.000
C  5.62  -2.80  0.93  0.000
C  4.86  -2.64  -0.22  0.000
C  3.72  -3.40  -0.41  0.000
C  2.00  1.59  -0.41  -0.001
C  2.77  2.65  0.11  0.003
C  2.97  3.82  -0.59  -0.002
C  2.41  3.97  -1.85  0.004
C  1.63  2.97  -2.39  -0.003
C  1.40  1.80  -1.67  0.011
O  0.60  0.90  -2.24  0.000
H  2.85  -0.89  1.78  0.000
H  3.58  0.71  1.58  0.000
H  2.06  0.52  2.47  0.001
H  2.08  -6.06  0.88  0.000
H  1.81  -5.26  -0.67  0.000
H  3.78  -5.18  2.46  0.000
H  5.82  -3.85  2.79  0.000
H  6.52  -2.21  1.08  0.000
H  5.16  -1.93  -0.98  0.000
H  3.12  -3.28  -1.31  0.000
H  3.22  2.55  1.09  0.000
H  3.57  4.61  -0.16  0.000
H  2.57  4.89  -2.41  0.000
H  1.16  3.07  -3.36  0.000
O  -1.88  -0.56  0.18  0.000
C  -2.96  0.14  -0.47  0.003
C  -3.19  -0.62  -1.81  0.004
O  -4.26  -0.89  -2.30  -0.003
O  -2.05  -1.00  -2.31  0.032
C  -4.18  0.23  0.43  0.000
C  -4.07  -0.02  1.79  0.000
C  -5.17  0.10  2.62  0.000
C  -6.40  0.49  2.10  0.000
C  -6.51  0.76  0.74  0.000
C  -5.41  0.63  -0.09  0.000
C  -2.42  1.53  -0.76  0.002
C  -1.53  2.13  0.14  0.003
C  -1.10  3.42  -0.07  0.000
C  -1.54  4.14  -1.18  0.002
C  -2.41  3.55  -2.07  0.000
C  -2.85  2.25  -1.87  0.002
H  -2.22  -1.42  0.46  0.000
H  -3.11  -0.30  2.22  0.000
H  -5.07  -0.10  3.68  0.000
H  -7.26  0.59  2.74  0.000
H  -7.46  1.06  0.33  0.000
H  -5.51  0.83  -1.15  0.000
H  -1.20  1.57  1.01  0.000
H  -0.40  3.88  0.62  0.000
H  -1.20  5.15  -1.34  0.000
H  -2.75  4.09  -2.94  0.000
H  -3.53  1.79  -2.58  0.000

[3]
The following is a quantum chemistry calculation of a cluster of 5 separate species, C30H25N5O10 in total at a distorted geometry, from the OMol25 dataset.

## Properties
highest occupied orbital energy = -0.3708 Ha
structure (SMILES) = O=[N+]([O-])c1ccccc1.O=[N+]([O-])c1ccccc1.O=[N+]([O-])c1ccccc1.O=[N+]([O-])c1ccccc1.O=[N+]([O-])c1ccccc1
frontier orbital gap = 9.3157 eV
E_LUMO = -0.77 eV

Each line ends with the Mulliken charge.
Atoms and positions in Å:
C  1.74  7.00  2.06  -0.282
C  1.00  5.95  1.48  -0.599
C  -0.39  6.15  1.37  -0.224
C  -1.00  7.40  1.67  0.078
C  -0.21  8.42  2.16  -0.178
C  1.12  8.21  2.38  -0.515
N  -2.48  7.62  1.47  0.957
O  -2.83  8.77  1.48  -0.570
O  -3.19  6.64  1.28  -0.586
H  2.80  6.89  2.23  0.355
H  1.54  5.06  1.19  0.414
H  -0.88  5.42  0.74  0.384
H  -0.67  9.40  2.18  0.420
H  1.73  8.92  2.92  0.345
C  1.95  -3.96  -3.93  -0.465
C  1.11  -4.52  -4.91  -0.401
C  0.81  -3.92  -6.16  -0.276
C  1.46  -2.67  -6.36  0.420
C  2.30  -2.11  -5.37  -0.306
C  2.61  -2.76  -4.15  -0.627
N  1.08  -1.94  -7.59  0.821
O  0.76  -2.65  -8.54  -0.548
O  0.86  -0.74  -7.53  -0.508
H  2.25  -4.46  -3.03  0.387
H  0.83  -5.54  -4.67  0.321
H  0.33  -4.51  -6.92  0.398
H  2.76  -1.24  -5.81  0.341
H  3.34  -2.39  -3.44  0.446
C  7.68  -3.83  -0.58  -0.437
C  7.83  -4.93  -1.41  -0.497
C  7.90  -6.18  -0.82  -0.120
C  7.68  -6.41  0.55  0.024
C  7.49  -5.28  1.34  -0.250
C  7.47  -4.04  0.77  -0.369
N  7.54  -7.75  1.02  0.843
O  6.87  -7.93  2.06  -0.535
O  8.10  -8.69  0.46  -0.533
H  7.59  -2.84  -1.00  0.378
H  7.91  -4.88  -2.49  0.384
H  8.02  -6.95  -1.56  0.363
H  7.28  -5.35  2.40  0.407
H  7.19  -3.20  1.40  0.344
C  -7.97  2.83  2.04  -0.298
C  -7.19  2.03  2.86  -0.601
C  -7.55  0.73  3.09  -0.422
C  -8.74  0.26  2.44  0.383
C  -9.40  1.06  1.49  -0.316
C  -9.07  2.38  1.34  -0.451
N  -9.21  -1.14  2.71  0.800
O  -9.67  -1.70  1.72  -0.519
O  -9.16  -1.53  3.91  -0.511
H  -7.81  3.90  1.98  0.371
H  -6.52  2.51  3.56  0.394
H  -7.14  0.07  3.83  0.425
H  -10.23  0.66  0.93  0.384
H  -9.78  2.99  0.81  0.364
C  -2.44  0.50  1.23  -0.405
C  -1.78  1.08  2.27  -0.449
C  -0.40  1.01  2.39  -0.262
C  0.34  0.27  1.42  0.034
C  -0.34  -0.20  0.27  -0.435
C  -1.73  -0.11  0.21  -0.351
N  1.79  -0.02  1.64  0.999
O  2.28  0.68  2.50  -0.582
O  2.28  -0.92  0.98  -0.576
H  -3.52  0.51  1.11  0.415
H  -2.36  1.75  2.89  0.369
H  0.14  1.58  3.13  0.441
H  0.10  -0.81  -0.49  0.428
H  -2.24  -0.57  -0.62  0.371

no.,electronic energy (eV)
1,-164883.829
2,-90046.658
3,-59424.577